The following is a quantum chemistry calculation of 4 unconnected molecules or ions with the total composition C3H12O3, from the OMol25 dataset.

Geometry (Å):
C1 -0.87681 1.82602 1.45631
C2 -0.39841 1.36271 0.31789
C3 0.98233 1.70694 -0.23353
H1 -1.87740 1.54494 1.79505
H2 -0.31990 2.43163 2.14967
H3 -0.89937 0.77993 -0.44535
H4 1.11526 2.36283 -1.08404
H5 1.73176 1.85694 0.55484
H6 1.35047 0.69200 -0.48673
O1 -1.57683 -1.56967 1.42971
H7 -1.50505 -0.62166 1.29603
H8 -0.76502 -1.90206 1.76533
O2 2.02773 -0.93786 -1.46101
H9 2.50499 -1.73342 -1.14737
H10 1.27752 -1.20735 -1.98912
O3 -0.68272 -2.49350 -1.40526
H11 -0.93430 -2.20168 -0.50846
H12 -1.15427 -1.89674 -2.00396

Computed properties:
Kohn-Sham gap ... 10.6 eV
Relative energy (zero: lowest compared OMol25 entry of this formula, charge and spin) ... 97.4 kJ/mol
SMILES string ... C=CC.O.O.O
Molecular weight ... 96.1 g/mol

=====

The following is a quantum chemistry calculation of 4 unconnected molecules or ions with the total composition C3H12O4, from the OMol25 dataset.

Geometry (Å):
C1 -3.92626 1.82765 1.83648
C2 -2.66266 1.83268 0.87996
C3 -1.37089 1.49249 1.55448
O1 -0.37061 1.16836 0.97292
H1 -4.02733 0.78107 2.14987
H2 -3.85853 2.51623 2.66697
H3 -4.79567 2.03622 1.22096
H4 -2.71266 2.88624 0.58946
H5 -2.78802 1.08447 0.10049
H6 -1.36353 1.24441 2.64443
O2 -0.56819 -1.30675 -1.44463
H7 -1.22008 -1.87530 -1.84562
H8 -0.14668 -0.81215 -2.14825
O3 1.22208 -4.66489 0.36768
H9 2.18298 -4.70281 0.48061
H10 0.91850 -3.76799 0.28810
O4 6.31949 0.75416 -2.97605
H11 6.02903 0.55416 -3.87692
H12 5.80050 1.52149 -2.73992

Computed properties:
Kohn-Sham gap ... 10.4 eV
Relative energy (zero: lowest compared OMol25 entry of this formula, charge and spin) ... 118.3 kJ/mol
SMILES string ... CCC=O.O.O.O
Molecular weight ... 112.1 g/mol

=====

The following is a quantum chemistry calculation of 4 unconnected molecules or ions with the total composition C3H12O4, from the OMol25 dataset.

Geometry (Å):
C1 -3.08935 1.94571 -0.14604
C2 -1.75167 2.68986 -0.07898
C3 -0.44223 1.76557 -0.04753
O1 0.27212 1.77853 0.93534
H1 -3.19099 1.44588 -1.19238
H2 -3.81578 2.72741 -0.09228
H3 -3.41007 1.15511 0.76216
H4 -1.92638 3.43622 -0.93435
H5 -1.73488 3.48494 0.80065
H6 -0.30496 1.14632 -0.89527
O2 3.85388 0.99172 2.81096
H7 3.59255 1.98654 2.63891
H8 3.23010 1.09062 3.46728
O3 6.01644 -3.96924 0.03972
H9 5.58246 -3.33411 -0.50846
H10 6.55942 -3.70571 0.74004
O4 -3.17569 -4.96041 -3.11299
H11 -2.83386 -4.16678 -2.85928
H12 -3.43112 -5.50819 -2.32751

Computed properties:
Kohn-Sham gap ... 10.7 eV
Relative energy (zero: lowest compared OMol25 entry of this formula, charge and spin) ... 272.9 kJ/mol
SMILES string ... CCC=O.O.O.O
Molecular weight ... 112.1 g/mol

=====

The following is a quantum chemistry calculation of 4 unconnected molecules or ions with the total composition C3H12O4, from the OMol25 dataset.

Geometry (Å):
C1 0.43480 1.54476 0.32428
C2 -0.69715 0.90138 0.56575
C3 -2.07866 1.39062 0.19782
O1 -0.59758 -0.43564 0.83162
H1 0.54561 2.61398 0.18736
H2 1.42537 1.13045 0.49543
H3 -2.23904 1.17753 -0.85786
H4 -2.78595 0.74404 0.73450
H5 -2.20993 2.43807 0.43293
H6 -1.44712 -0.87788 0.87234
O2 -2.07680 -2.06948 -1.88558
H7 -2.16995 -3.02612 -1.87198
H8 -1.91370 -1.78487 -0.97418
O3 2.85930 0.76201 2.91861
H9 3.62291 1.03066 2.38373
H10 2.85166 -0.19152 2.74580
O4 1.84064 -1.30254 -2.67573
H11 1.68156 -0.56578 -2.06669
H12 0.93899 -1.50906 -2.97252

Computed properties:
Kohn-Sham gap ... 9.3 eV
Relative energy (zero: lowest compared OMol25 entry of this formula, charge and spin) ... 123.9 kJ/mol
SMILES string ... C=C(C)O.O.O.O
Molecular weight ... 112.1 g/mol

=====

The following is a quantum chemistry calculation of a molecular structure, C3H12O5, from the OMol25 dataset.

Geometry (Å):
H1 0.04773 -1.10659 0.93977
O1 0.84672 -0.64487 1.79054
O2 -0.65069 -1.30119 0.02754
H2 1.39794 -0.48996 1.04919
H3 0.40387 0.09726 2.22777
C1 -0.61098 -0.18986 -0.71152
O3 0.22534 0.66058 -0.51695
C2 -1.36117 -0.13328 -1.92605
H4 -2.04610 0.75733 -1.83198
H5 -0.63735 -0.08745 -2.70349
C3 -2.22779 -1.36908 -1.79730
H6 -2.86827 -1.27657 -0.80488
H7 -3.00459 -1.43378 -2.61830
H8 -1.77213 -2.43935 -1.55126
O4 2.98070 0.69618 -0.35191
H9 3.31276 -0.13731 -0.06773
H10 2.11981 0.61975 -0.85851
O5 0.10848 1.95776 2.60159
H11 -0.48467 2.76112 2.63658
H12 0.64628 1.94120 1.78557

Computed properties:
Kohn-Sham gap ... 10.5 eV
Relative energy (zero: lowest compared OMol25 entry of this formula, charge and spin) ... 165.8 kJ/mol
Molecular weight ... 128.1 g/mol

=====

The following is a quantum chemistry calculation of 2 unconnected molecules or ions with the total composition C3H13N2O, from the OMol25 dataset.

Geometry (Å):
C1 -0.52693 -0.43561 -1.85539
C2 0.88194 -0.32338 -1.22390
C3 0.98866 -0.86927 0.20163
N1 1.06705 0.19803 1.23462
N2 -1.57662 -0.48933 -0.84081
H1 -0.59198 -1.21062 -2.61958
H2 -0.66899 0.48978 -2.41581
H3 1.59744 -0.81878 -1.87623
H4 1.18475 0.72904 -1.20371
H5 0.15785 -1.53234 0.40264
H6 1.78025 -1.61856 0.25973
H7 0.47617 0.01928 2.05188
H8 0.65379 1.02230 0.80099
H9 2.02622 0.34108 1.54181
H10 -1.90325 -1.42189 -0.62076
H11 -2.39605 0.01177 -1.15793
H12 -1.52111 1.66983 1.85222
H13 -0.89799 2.43796 3.08353
O1 -0.73120 1.80070 2.38508

Computed properties:
Kohn-Sham gap ... 10.4 eV
Relative energy (zero: lowest compared OMol25 entry of this formula, charge and spin) ... 82.3 kJ/mol
Net charge ... +1
Molecular weight ... 93.1 g/mol

=====

The following is a quantum chemistry calculation of 2 unconnected molecules or ions with the total composition C3H13N2O, from the OMol25 dataset.

Geometry (Å):
C1 -0.72812 0.80410 -0.33303
C2 0.10282 0.64904 0.98466
C3 1.56358 0.82819 0.95532
N1 2.13262 0.02848 -0.34085
N2 -0.35031 -0.24311 -1.32714
H1 -0.93634 1.72322 -0.76791
H2 -1.76146 0.64227 -0.00680
H3 -0.18083 -0.26886 1.52173
H4 -0.27537 1.37808 1.77210
H5 1.68954 1.86806 0.63244
H6 2.08602 0.58174 1.81255
H7 2.80892 -0.67826 0.09004
H8 2.63061 0.70614 -1.01529
H9 -0.57019 -0.17110 -2.34549
H10 1.20956 -0.23766 -0.94679
H11 -0.57638 -1.17070 -1.16529
H12 -2.75357 -1.51153 -0.23156
H13 -3.48051 -2.53354 0.53042
O1 -2.61058 -2.39457 0.18088

Computed properties:
Kohn-Sham gap ... 11.2 eV
Relative energy (zero: lowest compared OMol25 entry of this formula, charge and spin) ... 175.3 kJ/mol
Net charge ... +1
Molecular weight ... 93.1 g/mol

=====

The following is a quantum chemistry calculation of 2 unconnected molecules or ions with the total composition C3H13N2O, from the OMol25 dataset.

Geometry (Å):
C1 -0.72359 0.35140 -0.44717
C2 -0.19116 0.46567 1.16510
C3 1.04126 1.37381 1.20351
N1 2.10720 0.68086 0.27245
N2 0.21559 -0.59623 -1.19963
H1 -0.40320 1.35041 -0.71012
H2 -1.69193 0.20890 -0.93422
H3 -0.02289 -0.57036 1.35547
H4 -0.93818 0.87888 1.96809
H5 0.95279 2.37871 0.84194
H6 1.38602 1.51763 2.14200
H7 2.50536 -0.04731 0.87899
H8 2.71569 1.37839 -0.11100
H9 0.33931 -0.32691 -2.16795
H10 1.13722 -0.41421 -0.51676
H11 -0.47229 -1.32191 -1.02415
H12 -3.21358 -1.87101 -1.17564
H13 -2.43287 -3.18366 -0.67816
O1 -2.31076 -2.25305 -0.86273

Computed properties:
Kohn-Sham gap ... 11.8 eV
Relative energy (zero: lowest compared OMol25 entry of this formula, charge and spin) ... 225.4 kJ/mol
Net charge ... +1
Molecular weight ... 93.1 g/mol

=====

The following is a quantum chemistry calculation of 3 unconnected molecules or ions with the total composition C3H13N2O3, from the OMol25 dataset.

Geometry (Å):
C1 -0.08909 -0.22591 1.23972
N1 -0.31763 0.78571 0.20156
C2 0.84564 0.90952 -0.75251
O1 2.08151 1.09329 -0.24557
C3 -0.56112 -1.59067 0.75049
N2 -1.97369 -1.56832 0.24491
H1 0.95142 -0.26742 1.56101
H2 -0.66207 0.06279 2.13131
H3 -0.32081 1.71110 0.63099
H4 0.82407 -0.01707 -1.38100
H5 0.49054 1.63593 -1.50224
H6 0.11662 -1.96574 -0.00787
H7 -0.66033 -2.28121 1.58947
H8 -2.43008 -0.75942 0.64093
H9 -1.95507 -1.39001 -0.75435
H10 -1.81668 1.52117 -1.21428
H11 -1.23070 2.85646 -1.60063
O2 -2.03803 2.32903 -1.72025
H12 2.52878 -0.24501 0.14901
H13 3.50192 -1.30570 -0.26784
O3 2.71479 -1.28853 0.30716

Computed properties:
Kohn-Sham gap ... 8.0 eV
Relative energy (zero: lowest compared OMol25 entry of this formula, charge and spin) ... 1.1 kJ/mol
Net charge ... -1
Molecular weight ... 125.1 g/mol

=====

The following is a quantum chemistry calculation of 2 unconnected molecules or ions with the total composition C3H13N2P3, from the OMol25 dataset.

Geometry (Å):
C1 2.70848 0.40980 -0.39044
C2 1.07413 -0.03519 1.49280
C3 -1.41465 -0.07324 -0.07140
N1 1.67020 -1.65476 -0.06935
N2 1.86482 -0.40586 0.46577
P1 -1.53803 -1.83149 0.18418
P2 -2.66462 0.82538 0.98138
P3 -0.75367 0.39800 -1.71664
H1 2.31234 0.33778 -1.40091
H2 2.48414 1.52109 -0.14055
H3 3.72501 0.17486 -0.39888
H4 0.88520 -0.74473 2.23998
H5 0.92273 0.88319 1.92631
H6 1.11059 -2.29354 0.44576
H7 1.33724 -1.63969 -1.00710
H8 -2.45905 -1.77698 1.19419
H9 -2.59113 -2.34348 -0.83804
H10 -3.44255 1.71252 0.13703
H11 -1.95240 2.00966 1.19786
H12 -1.83013 0.95326 -2.23605
H13 -0.53090 1.73750 -1.50389

Computed properties:
Kohn-Sham gap (spin up / spin down) ... 6.7 / 7.0 eV
2S+1 ... 3
Molecular weight ... 170.1 g/mol